C7H14 in the gas phase. Source: the Open Molecules 2025 dataset; level of theory: ωB97M-V/def2-TZVPD.

Results
ΔE to the lowest compared entry with this formula, charge and spin = 24.1 kcal per mole
Energy = -7485.2486 eV
HOMO energy = -0.34856 Eh
Orbital gap = 10.581 eV

XYZ file:
```
21
Properties=species:S:1:pos:R:3:forces:R:3:lowdin_charge:R:1
C -1.963 -1.244 -0.922 -0.05 -0.05 0.00 -0.119
C -1.006 -0.054 -0.826 0.01 0.09 0.00 -0.188
C 0.268 -0.279 0.015 -0.02 -0.06 0.08 -0.425
C 0.403 -1.581 0.802 0.02 -0.08 -0.04 -0.044
C 1.525 0.303 -0.585 0.17 -0.03 -0.17 -0.078
C 0.999 0.865 0.700 0.02 0.03 0.12 -0.292
C 0.520 2.292 0.838 -0.07 0.03 -0.07 -0.068
H -2.775 -1.017 -1.620 0.09 0.03 0.12 0.071
H -1.459 -2.137 -1.302 -0.06 0.12 0.04 0.069
H -2.416 -1.496 0.042 0.08 0.01 -0.07 0.076
H -0.694 0.185 -1.851 -0.07 0.06 0.19 0.106
H -1.564 0.821 -0.470 0.06 -0.11 0.05 0.103
H -0.090 -2.434 0.327 0.12 0.14 0.00 0.063
H -0.017 -1.481 1.813 0.00 -0.01 -0.23 0.087
H 1.462 -1.842 0.915 -0.15 0.07 0.03 0.082
H 2.442 -0.279 -0.599 -0.07 0.07 0.09 0.101
H 1.377 0.924 -1.468 0.05 -0.13 0.11 0.107
H 1.548 0.530 1.581 -0.11 0.02 -0.12 0.130
H 0.085 2.460 1.830 0.00 -0.04 -0.16 0.074
H -0.236 2.559 0.095 0.10 -0.06 0.01 0.068
H 1.358 2.990 0.726 -0.12 -0.09 0.01 0.076
```
Forces are in eV/Å.

A 2-piece molecular cluster, C4H12O2 overall at a distorted geometry. Source: the Open Molecules 2025 dataset; level of theory: ωB97M-V/def2-TZVPD.

Results
ΔE to the lowest compared entry with this formula, charge and spin = 44.7 kcal per mole
Energy = -8435.5752 eV
HOMO energy = -0.36053 Eh
Orbital gap = 10.919 eV

XYZ file:
```
18
Properties=species:S:1:pos:R:3:forces:R:3:lowdin_charge:R:1
C -1.616 -2.457 -4.608 -1.50 0.17 0.60 -0.077
O -2.872 -3.234 -4.488 2.26 0.65 -1.52 -0.254
C -3.408 -3.275 -3.214 -0.52 -0.35 0.66 -0.175
H -1.917 -1.437 -4.316 0.49 -0.10 -0.12 0.079
H -1.232 -2.428 -5.642 -0.61 -0.39 0.40 0.084
H -0.804 -2.789 -3.940 -0.46 -0.22 -0.10 0.082
H -2.846 -3.959 -2.557 -0.09 0.18 -0.02 0.085
H -4.426 -3.676 -3.351 0.35 0.16 0.29 0.092
H -3.481 -2.292 -2.719 0.08 -0.08 -0.20 0.084
C 2.919 2.228 4.812 0.76 -0.08 -0.35 -0.158
O 1.756 2.561 4.115 -1.13 1.17 -0.83 -0.255
C 1.988 3.441 2.972 0.58 -0.99 0.59 -0.093
H 2.699 1.601 5.693 -0.24 0.33 -0.48 0.091
H 3.476 3.120 5.145 -0.11 -0.16 -0.02 0.086
H 3.557 1.652 4.121 0.23 0.04 0.36 0.082
H 1.125 3.453 2.284 0.20 -0.26 0.66 0.086
H 2.855 3.013 2.441 -0.20 0.33 -0.14 0.078
H 2.227 4.480 3.255 -0.09 -0.37 0.21 0.083
```
Forces are in eV/Å.

A 8-piece molecular cluster, C57H63Cl2O overall at a distorted geometry. Source: the Open Molecules 2025 dataset; level of theory: ωB97M-V/def2-TZVPD.

Results
ΔE to the lowest compared entry with this formula, charge and spin = 0.0 kcal per mole
Energy = -87216.8064 eV
Charge = -1
HOMO energy = -0.08253 Eh
Orbital gap = 4.330 eV

XYZ file:
```
123
Properties=species:S:1:pos:R:3:forces:R:3:lowdin_charge:R:1
C -2.139 2.593 1.670 0.03 -1.38 -0.09 -0.090
C -2.102 1.015 2.093 -0.83 2.10 -0.70 -0.318
O -1.487 0.951 3.377 -0.90 -0.45 -1.33 -0.245
C -1.186 -0.376 3.891 2.47 -1.81 -1.29 -0.329
C -1.796 -1.591 3.042 -0.34 -0.75 1.15 -0.231
C -3.401 -1.806 3.269 0.72 -0.11 -0.01 -0.190
C -4.139 -2.486 2.016 -0.69 0.92 -0.31 -0.190
C -3.854 -1.809 0.603 1.55 0.77 -3.24 -0.172
C -2.795 -2.527 -0.314 -1.05 2.43 -1.14 -0.041
C -2.350 -2.005 -1.697 -2.83 1.94 2.49 -0.085
C -2.979 -0.691 -2.229 -0.96 -1.65 3.50 -0.096
C -4.043 0.034 -1.351 1.38 -2.57 0.92 -0.078
C -4.480 -0.506 0.058 2.47 -1.96 -2.05 -0.042
C 0.433 -0.495 3.704 -2.46 0.86 4.20 -0.647
Cl 1.002 -0.383 1.945 0.66 -0.33 -0.34 0.505
C 1.066 -1.738 4.524 1.45 -0.14 -2.44 -0.713
C 2.696 -1.726 4.456 0.03 -0.12 0.16 -0.165
Cl 0.565 -1.801 6.285 0.16 0.02 -1.23 0.506
H -2.940 3.144 2.286 1.39 -0.67 -1.01 0.070
H -2.377 2.612 0.537 0.27 0.29 1.80 0.064
H -1.086 2.990 1.855 -1.50 -0.24 -0.24 0.064
H -1.568 0.486 1.236 -0.62 0.33 1.32 0.088
H -3.220 0.704 2.130 1.79 0.08 -0.07 0.092
H -1.491 -1.643 1.940 -0.67 0.23 1.14 0.061
H -1.340 -2.549 3.516 -0.52 1.56 -0.79 0.098
H -3.527 -2.529 4.158 0.09 1.18 -1.29 0.108
H -3.886 -0.819 3.580 0.59 -1.33 -0.61 0.096
H -5.280 -2.402 2.196 1.68 -0.36 -0.25 0.089
H -3.854 -3.589 1.967 -0.38 1.48 -0.09 0.106
H -2.311 -3.494 0.081 -0.87 1.71 -0.63 0.097
H -1.567 -2.574 -2.292 -1.20 0.91 0.89 0.078
H -2.625 -0.320 -3.248 -0.79 -0.33 1.67 0.074
H -4.523 1.002 -1.744 0.86 -1.69 0.73 0.079
H -5.260 0.062 0.677 1.36 -0.89 -1.11 0.085
H 0.839 0.452 4.235 -0.43 -1.39 -1.23 0.104
H 0.754 -2.695 3.966 0.13 1.33 1.35 0.090
H 3.136 -1.590 5.511 -0.68 -0.41 -1.66 0.055
H 3.107 -0.878 3.812 -0.82 -1.04 0.81 0.042
H 3.077 -2.705 3.971 -0.55 1.54 0.98 0.076
C 0.963 5.875 0.539 -0.06 0.03 -0.08 -0.107
C 0.554 7.184 0.302 0.01 -0.04 -0.07 -0.099
C -0.150 7.495 -0.857 0.02 -0.10 0.00 -0.105
C -0.455 6.494 -1.775 0.06 0.00 0.09 -0.102
C -0.050 5.185 -1.536 0.04 0.06 0.02 -0.090
C 0.663 4.876 -0.382 -0.02 0.07 -0.02 -0.102
H 1.515 5.634 1.441 -0.07 0.01 -0.06 0.106
H 0.786 7.964 1.021 -0.02 -0.07 -0.05 0.098
H -0.463 8.517 -1.045 0.01 -0.07 0.02 0.095
H -1.009 6.735 -2.676 0.04 -0.02 0.07 0.096
H -0.289 4.404 -2.251 0.02 0.06 0.08 0.102
H 0.983 3.855 -0.198 -0.08 0.05 0.01 0.108
C 7.272 5.289 0.009 -0.08 -0.02 -0.02 -0.101
C 6.472 6.423 -0.096 -0.02 -0.07 -0.02 -0.102
C 5.087 6.297 -0.139 0.06 -0.09 0.01 -0.089
C 4.501 5.036 -0.067 0.07 -0.01 0.01 -0.085
C 5.301 3.903 0.042 0.04 0.03 0.03 -0.100
C 6.686 4.028 0.076 -0.05 0.09 0.00 -0.104
H 8.352 5.387 0.039 -0.08 -0.01 0.00 0.097
H 6.929 7.406 -0.145 -0.03 -0.08 0.00 0.096
H 4.464 7.180 -0.228 0.02 -0.08 0.02 0.100
H 3.422 4.938 -0.096 0.12 0.02 -0.03 0.076
H 4.843 2.920 0.100 0.03 0.08 -0.02 0.107
H 7.310 3.144 0.155 -0.05 0.05 0.01 0.099
C -7.288 0.614 3.979 -0.04 -0.02 -0.01 -0.083
C -8.148 0.924 5.027 -0.05 -0.06 -0.06 -0.096
C -9.327 0.204 5.198 0.07 -0.04 -0.09 -0.104
C -9.641 -0.833 4.325 0.08 0.07 0.02 -0.102
C -8.778 -1.146 3.278 0.00 0.03 0.02 -0.094
C -7.605 -0.420 3.103 -0.06 0.05 0.09 -0.088
H -6.371 1.177 3.844 -0.05 -0.07 0.02 0.104
H -7.900 1.729 5.712 -0.01 -0.07 -0.07 0.100
H -10.001 0.451 6.012 0.06 -0.03 -0.05 0.096
H -10.557 -1.398 4.460 0.07 0.04 -0.02 0.096
H -9.022 -1.956 2.598 0.01 0.07 0.04 0.086
H -6.936 -0.661 2.283 -0.04 0.01 0.07 0.076
C 4.422 2.543 -5.641 0.05 0.00 0.07 -0.099
C 5.157 1.362 -5.603 0.05 0.05 0.09 -0.105
C 6.013 1.107 -4.535 -0.07 0.08 -0.03 -0.096
C 6.126 2.031 -3.500 -0.05 0.01 -0.09 -0.086
C 5.389 3.210 -3.536 0.01 0.02 -0.05 -0.085
C 4.540 3.469 -4.608 0.06 -0.12 -0.03 -0.090
H 3.758 2.743 -6.475 0.05 -0.02 0.07 0.098
H 5.063 0.639 -6.407 -0.01 0.06 0.05 0.083
H 6.590 0.189 -4.509 -0.05 0.04 0.01 0.096
H 6.789 1.830 -2.664 -0.07 0.02 -0.05 0.099
H 5.476 3.929 -2.727 -0.01 -0.07 -0.07 0.086
H 3.969 4.391 -4.638 0.03 -0.07 0.02 0.101
C 5.879 -3.348 0.747 -0.03 0.11 0.04 -0.104
C 7.056 -2.708 1.122 -0.04 0.03 -0.01 -0.112
C 7.018 -1.396 1.582 -0.09 -0.03 -0.01 -0.108
C 5.801 -0.726 1.677 0.06 -0.15 -0.08 -0.094
C 4.623 -1.368 1.305 0.00 0.08 -0.05 -0.102
C 4.663 -2.677 0.836 0.15 0.01 0.02 -0.088
H 5.909 -4.371 0.384 0.00 0.07 0.03 0.095
H 8.004 -3.232 1.054 -0.07 0.04 0.00 0.093
H 7.937 -0.894 1.869 -0.06 -0.05 0.00 0.094
H 5.771 0.296 2.041 -0.02 -0.07 -0.01 0.098
H 3.674 -0.847 1.380 0.04 -0.08 0.01 0.043
H 3.745 -3.175 0.541 0.04 0.07 0.05 0.104
C 7.253 -2.897 -7.943 -0.06 -0.05 0.04 -0.099
C 6.498 -2.075 -7.113 -0.05 -0.10 0.01 -0.098
C 5.463 -2.613 -6.353 0.07 -0.04 -0.06 -0.092
C 5.190 -3.977 -6.417 0.06 0.04 -0.05 -0.093
C 5.949 -4.799 -7.244 0.01 0.08 0.00 -0.100
C 6.977 -4.260 -8.010 -0.05 0.07 0.07 -0.103
H 8.057 -2.477 -8.537 -0.06 -0.03 0.05 0.099
H 6.715 -1.012 -7.059 -0.01 -0.08 -0.01 0.088
H 4.869 -1.971 -5.711 0.05 -0.05 -0.03 0.098
H 4.387 -4.397 -5.821 0.07 0.04 -0.05 0.102
H 5.737 -5.863 -7.292 0.01 0.09 0.00 0.099
H 7.564 -4.901 -8.659 -0.04 0.04 0.05 0.097
C -8.835 -4.907 1.875 -0.05 -0.04 -0.05 -0.102
C -8.328 -4.573 0.623 -0.02 -0.01 0.01 -0.090
C -8.925 -5.080 -0.527 -0.08 -0.03 0.08 -0.094
C -10.035 -5.914 -0.425 0.06 0.05 0.08 -0.103
C -10.543 -6.245 0.827 0.05 0.03 -0.01 -0.105
C -9.941 -5.745 1.978 0.03 0.04 -0.10 -0.099
H -8.368 -4.513 2.772 -0.02 -0.03 -0.07 0.100
H -7.467 -3.917 0.543 -0.05 -0.07 0.01 0.101
H -8.526 -4.825 -1.503 -0.03 0.00 0.08 0.101
H -10.503 -6.306 -1.322 0.04 0.03 0.07 0.097
H -11.410 -6.894 0.907 0.08 0.05 -0.01 0.096
H -10.335 -6.007 2.954 0.03 0.02 -0.07 0.098
```
Forces are in eV/Å.

C20H17N8PPtS2 as an isolated structure. Source: the Open Molecules 2025 dataset; level of theory: ωB97M-V/def2-TZVPD.

Results
ΔE to the lowest compared entry with this formula, charge and spin = 0.0 kcal per mole
Energy = -67144.1153 eV
HOMO energy = -0.24858 Eh
Orbital gap = 6.539 eV

XYZ file:
```
49
Properties=species:S:1:pos:R:3:forces:R:3:lowdin_charge:R:1
Pt 1.529 1.110 -0.408 0.12 0.33 -0.09 0.594
C -0.982 1.292 4.546 -0.02 -0.03 0.00 -0.030
N 0.085 1.208 3.563 0.06 -0.02 0.02 -0.129
C 1.423 1.177 3.848 0.00 -0.04 -0.03 -0.039
C 2.073 1.100 2.653 0.02 0.03 0.07 -0.121
N 1.147 1.090 1.652 0.24 0.25 -0.14 -0.122
C -0.050 1.148 2.213 -0.14 -0.20 0.07 -0.441
P -1.673 1.061 1.400 0.10 0.21 0.04 1.161
C -1.300 2.220 0.052 -0.13 -0.03 -0.01 -0.443
N -0.178 2.305 -0.642 0.08 -0.26 -0.08 -0.126
C -0.328 3.313 -1.548 -0.02 0.08 -0.01 -0.118
C -1.568 3.858 -1.394 0.02 -0.03 0.03 -0.039
N -2.173 3.167 -0.379 0.02 0.06 -0.04 -0.127
C -3.504 3.429 0.141 -0.03 -0.04 -0.02 -0.028
C -1.605 -0.545 0.570 0.02 -0.04 0.01 -0.477
N -0.619 -1.036 -0.151 -0.15 -0.01 0.07 0.076
C -1.028 -2.265 -0.559 -0.02 -0.02 0.02 -0.114
C -2.283 -2.527 -0.072 0.03 -0.06 -0.05 -0.060
N -2.651 -1.431 0.649 0.07 0.06 0.01 -0.144
C -3.903 -1.271 1.365 -0.02 0.00 0.00 -0.041
H -0.532 1.394 5.529 0.00 0.00 0.00 0.092
H -1.596 0.393 4.530 0.01 0.00 0.01 0.087
H -1.611 2.158 4.353 0.00 0.00 0.00 0.086
H 1.790 1.205 4.859 0.00 0.02 0.01 0.123
H 3.127 1.041 2.446 -0.01 0.01 -0.01 0.086
H 0.460 3.576 -2.232 -0.01 -0.03 -0.02 0.103
H -2.060 4.666 -1.906 -0.01 0.00 0.01 0.123
H -3.893 4.317 -0.349 0.00 0.00 0.00 0.092
H -3.467 3.603 1.214 0.01 0.00 0.00 0.084
H -4.172 2.593 -0.062 0.00 0.01 -0.01 0.088
H -0.402 -2.891 -1.173 0.00 -0.01 -0.01 0.108
H -2.931 -3.381 -0.173 0.00 0.00 0.00 0.118
H -4.511 -2.157 1.198 0.00 0.00 0.00 0.091
H -4.449 -0.401 1.005 0.00 0.00 0.00 0.079
H -3.728 -1.163 2.434 0.00 0.00 0.00 0.083
S 1.815 0.853 -2.667 -0.16 0.00 0.09 0.513
C 2.582 -0.726 -2.647 0.02 -0.02 -0.07 -0.694
C 2.434 -1.603 -3.712 0.03 0.02 -0.01 -0.063
C 3.022 -2.864 -3.683 0.01 0.01 0.03 -0.197
C 2.780 -3.775 -4.763 0.01 -0.04 0.00 -0.185
N 2.559 -4.499 -5.629 0.01 0.01 -0.02 0.159
C 3.805 -3.239 -2.583 0.00 0.05 0.00 -0.197
C 3.980 -2.347 -1.529 0.05 -0.01 -0.01 -0.058
C 3.359 -1.108 -1.539 -0.01 0.19 -0.05 -0.686
S 3.528 0.030 -0.214 -0.13 -0.37 0.25 0.523
C 4.400 -4.541 -2.510 0.00 -0.04 -0.08 -0.185
N 4.872 -5.588 -2.450 0.02 0.01 0.04 0.159
H 1.833 -1.316 -4.564 -0.02 -0.01 0.00 0.116
H 4.593 -2.633 -0.684 -0.04 -0.02 0.02 0.117
```
Forces are in eV/Å.

A 2-piece molecular cluster, C5H13N2O overall. Source: the Open Molecules 2025 dataset; level of theory: ωB97M-V/def2-TZVPD.

Results
ΔE to the lowest compared entry with this formula, charge and spin = 22.2 kcal per mole
Energy = -10417.2313 eV
Charge = +1
HOMO energy = -0.51284 Eh
Orbital gap = 10.771 eV

XYZ file:
```
21
Properties=species:S:1:pos:R:3:forces:R:3:lowdin_charge:R:1
C -0.028 -2.301 0.669 0.16 0.23 -0.26 -0.026
C 0.957 -1.445 -0.063 -0.07 -0.16 0.01 -0.357
C 1.411 -1.586 -1.293 0.05 0.09 0.08 0.104
N 1.457 -0.292 0.738 0.00 0.01 -0.24 0.209
H -0.394 -3.074 -0.001 -0.06 -0.05 0.06 0.097
H 0.436 -2.778 1.534 -0.01 -0.02 0.05 0.099
H -0.874 -1.702 1.013 -0.06 -0.05 0.05 0.089
H 2.144 -0.916 -1.725 -0.01 0.02 0.01 0.085
H 1.067 -2.401 -1.910 -0.03 -0.06 -0.01 0.089
H 1.131 -0.372 1.700 0.10 0.12 0.09 0.164
H 1.080 0.621 0.327 -0.03 -0.12 0.15 0.109
H 2.478 -0.269 0.737 -0.09 0.06 0.08 0.173
C -2.217 1.399 -0.292 0.20 0.06 -0.04 0.009
C -1.055 2.084 0.370 0.04 -0.39 -0.09 -0.555
N 0.175 2.015 -0.350 -0.12 0.06 -0.47 0.096
O -1.071 2.574 1.460 0.00 0.17 0.27 0.111
H -2.449 1.886 -1.238 -0.12 0.08 -0.01 0.095
H -3.069 1.429 0.377 -0.08 -0.05 -0.05 0.096
H -1.945 0.369 -0.537 -0.07 -0.04 0.06 0.079
H 0.036 1.916 -1.354 0.07 -0.01 0.14 0.114
H 0.729 2.842 -0.163 0.15 0.06 0.12 0.121
```
Forces are in eV/Å.

A 2-piece molecular cluster, C4H8NO3 overall at a distorted geometry. Source: the Open Molecules 2025 dataset; level of theory: ωB97M-V/def2-TZVPD.

Results
Spin multiplicity = 2
ΔE to the lowest compared entry with this formula, charge and spin = 23.9 kcal per mole
Energy = -11907.9341 eV
HOMO energy (alpha / beta) = -0.34760 / -0.34758 Eh
Orbital gap (alpha / beta) = 9.920 / 5.702 eV

XYZ file:
```
16
Properties=species:S:1:pos:R:3:forces:R:3:lowdin_charge:R:1
C 1.106 -1.518 0.616 -0.84 0.18 -2.39 -0.020
C 0.533 -0.731 1.732 0.93 0.50 3.19 -0.585
O 1.119 -0.687 2.815 -0.03 -0.30 -0.78 0.021
N -0.668 -0.107 1.644 -0.09 -0.72 -2.10 0.166
H -1.067 0.445 2.378 0.32 0.12 0.14 0.114
H -0.917 0.033 0.683 -0.86 0.39 0.27 0.052
H 0.381 -2.161 0.116 -0.32 -0.97 0.95 0.082
H 2.000 -2.015 0.934 0.21 -0.34 0.12 0.085
H 1.273 -0.985 -0.339 0.68 0.63 1.03 0.068
C -1.000 0.688 -1.937 0.43 2.19 0.64 0.101
C 0.088 1.609 -1.011 0.98 -1.44 0.49 -0.603
O 1.122 1.104 -0.634 -0.47 0.38 -1.06 0.074
O -0.489 2.661 -0.686 -0.93 0.63 -0.54 0.229
H -0.603 0.560 -2.923 0.78 -0.21 -0.31 0.074
H -1.895 1.303 -2.065 -0.20 -0.78 0.52 0.079
H -0.982 -0.199 -1.323 -0.60 -0.24 -0.17 0.063
```
Forces are in eV/Å.

C3H3O3P in the gas phase at a distorted geometry. Source: the Open Molecules 2025 dataset; level of theory: ωB97M-V/def2-TZVPD.

Results
ΔE to the lowest compared entry with this formula, charge and spin = 96.4 kcal per mole
Energy = -18586.6980 eV
HOMO energy = -0.28939 Eh
Orbital gap = 7.889 eV

XYZ file:
```
10
Properties=species:S:1:pos:R:3:forces:R:3:lowdin_charge:R:1
O 1.090 -1.623 0.539 -0.88 -0.35 1.56 0.086
C 1.231 -0.714 -0.196 1.74 0.95 -1.75 -0.251
C 0.683 0.779 -0.135 1.68 -1.52 0.59 -0.115
O -0.423 0.815 0.711 -0.70 0.90 -0.26 0.005
C -1.455 0.160 0.317 -1.03 0.00 2.52 -0.881
P -2.313 -0.993 -0.433 -0.98 -1.11 -1.37 0.974
O -2.516 0.075 1.126 0.75 0.26 -0.78 -0.231
H 1.844 -0.950 -1.125 -0.37 0.80 0.30 0.129
H 1.315 1.523 0.414 0.34 -0.84 -1.31 0.155
H 0.544 0.928 -1.218 -0.55 0.91 0.51 0.129
```
Forces are in eV/Å.